A molecular structure, C28H41CuGeN2O5Se2. Source: the Open Molecules 2025 dataset; level of theory: ωB97M-V with the def2-TZVPD basis set.

XYZ file:
```
80
Properties=species:S:1:pos:R:3:forces:R:3:lowdin_charge:R:1
Cu -0.5178 -0.4689 -0.3315 -0.8 -0.2 0.3 0.124
C -2.5917 3.6147 0.5398 -0.1 0.0 -0.2 -0.097
O -1.8555 4.1052 1.6450 0.0 -0.1 0.3 -0.094
C -0.6260 3.5686 1.9432 0.0 0.0 -0.2 -0.207
C 0.2335 4.4053 2.6064 0.0 0.0 0.0 -0.033
C 1.4939 3.9779 3.0508 0.0 0.0 0.0 -0.123
C 1.8648 2.6838 2.7977 0.0 0.0 0.1 -0.096
C 1.0304 1.8125 2.0752 0.0 0.0 0.0 -0.160
C 1.4208 0.4286 1.9886 -0.2 -0.4 -0.5 -0.095
N 1.0249 -0.4155 1.0998 0.1 0.3 0.4 -0.032
N 1.3702 -1.7487 1.3974 0.3 0.0 0.0 0.060
C 0.3345 -2.5032 1.1641 0.5 -0.2 0.0 -0.489
O -0.7943 -2.0798 0.7546 -0.6 0.0 -0.5 -0.157
C 0.4875 -3.9776 1.3505 0.1 0.0 0.1 -0.134
C -0.5787 -4.8157 1.0460 0.0 0.1 0.0 -0.020
C -0.4498 -6.1888 1.1934 0.0 0.0 0.0 -0.091
C 0.7431 -6.7335 1.6444 0.0 -0.1 0.0 -0.111
C 1.8106 -5.8991 1.9474 0.1 0.0 0.0 -0.099
C 1.6850 -4.5277 1.8017 0.0 0.0 0.0 -0.037
C -0.2644 2.2075 1.6187 -0.1 0.1 0.0 -0.337
O -1.0679 1.4335 1.0017 0.1 -0.2 0.0 -0.189
H -3.4472 4.2851 0.4520 0.0 0.0 0.0 0.083
H -1.9973 3.6629 -0.3802 0.0 0.0 0.0 0.064
H -2.9181 2.5877 0.6861 0.0 0.1 0.0 0.081
H -0.1045 5.4178 2.7932 0.0 0.0 0.0 0.109
H 2.1445 4.6555 3.5867 0.0 0.0 0.0 0.085
H 2.8203 2.3114 3.1535 0.0 0.0 0.0 0.101
H 2.0570 0.0334 2.7827 0.1 0.0 0.0 0.125
H -1.4957 -4.3705 0.6858 0.0 0.0 0.0 0.114
H -1.2844 -6.8343 0.9504 0.0 0.0 0.0 0.096
H 0.8429 -7.8062 1.7585 0.0 0.0 0.0 0.092
H 2.7458 -6.3203 2.2972 0.0 0.0 0.0 0.094
H 2.5059 -3.8630 2.0329 0.0 0.0 0.0 0.101
O -2.9328 -0.1277 -6.2117 0.0 0.0 -0.1 -0.062
C -2.2806 0.8791 -5.4641 0.0 0.0 0.0 -0.230
C -1.4809 0.3318 -4.2670 0.1 0.1 0.0 -0.564
C -0.3914 -0.6063 -4.7976 0.1 0.0 0.0 -0.256
O -0.9047 -1.8322 -5.3020 0.0 -0.1 0.0 -0.096
C -0.7806 1.5371 -3.6316 -0.1 0.1 0.0 -0.437
Se -0.2821 1.5043 -1.7175 0.6 0.1 -0.2 0.866
C -2.4491 -0.3573 -3.2970 0.0 0.0 0.0 -0.517
Se -1.6890 -1.7377 -2.1224 -0.1 0.3 0.4 0.739
H -2.3578 -0.9088 -6.2076 0.0 0.0 0.0 0.066
H -3.0545 1.5664 -5.1069 0.0 0.0 0.0 0.127
H -1.5985 1.4560 -6.1085 0.0 0.0 0.0 0.125
H 0.3415 -0.8030 -4.0120 -0.1 0.0 -0.1 0.056
H 0.1309 -0.1193 -5.6276 0.0 0.0 0.0 0.137
H -1.1761 -2.3372 -4.5140 0.0 0.0 0.0 0.025
H -1.4466 2.4048 -3.6585 0.0 -0.1 0.0 0.067
H 0.1305 1.8016 -4.1720 -0.1 0.0 0.0 0.045
H -3.2372 -0.8450 -3.8704 0.0 0.0 0.0 0.060
H -2.9276 0.4013 -2.6734 0.0 0.0 0.0 0.063
C 5.0759 -0.5068 1.6988 0.0 0.0 0.0 -0.106
C 4.4207 -0.2419 0.3511 0.0 0.0 0.0 -0.278
C 4.0565 1.2273 0.1844 0.0 0.0 0.1 -0.278
C 3.4131 1.6133 -1.1408 -0.1 0.1 -0.1 -0.323
Ge 1.9550 0.6256 -2.0422 0.3 0.2 -0.3 0.757
C 2.1488 -1.3327 -2.0835 -0.2 0.1 0.2 -0.335
C 3.3791 -1.7640 -2.8800 0.0 -0.1 0.0 -0.286
C 3.1678 -1.7336 -4.3905 0.0 0.0 0.0 -0.287
C 4.3764 -2.2562 -5.1525 0.0 0.0 0.0 -0.119
H 5.3491 -1.5558 1.8133 0.0 0.0 0.0 0.068
H 4.3938 -0.2551 2.5123 0.0 0.0 0.0 0.058
H 5.9794 0.0945 1.8249 0.0 0.0 0.0 0.068
H 3.5235 -0.8567 0.2738 0.0 0.0 0.0 0.064
H 5.0952 -0.5535 -0.4546 0.0 0.0 0.0 0.104
H 4.9689 1.8276 0.2957 0.0 0.0 0.0 0.112
H 3.4062 1.5313 1.0039 0.0 0.0 0.0 0.066
H 4.1670 1.5981 -1.9367 0.0 0.0 0.0 0.055
H 3.0597 2.6468 -1.0886 0.0 0.0 0.0 0.063
H 2.1537 1.1899 -3.4809 -0.1 -0.1 0.0 -0.013
H 1.2428 -1.7856 -2.4934 0.0 0.0 0.0 0.022
H 2.2084 -1.6733 -1.0488 0.0 0.0 0.0 0.037
H 3.6404 -2.7878 -2.5896 0.0 0.0 0.0 0.116
H 4.2510 -1.1536 -2.6190 0.0 0.0 0.0 0.092
H 2.9430 -0.7130 -4.7141 0.0 0.0 0.0 0.086
H 2.2849 -2.3310 -4.6357 0.0 0.0 0.0 0.111
H 5.2638 -1.6568 -4.9379 0.0 0.0 0.0 0.069
H 4.2125 -2.2342 -6.2303 0.0 0.0 0.0 0.065
H 4.6009 -3.2863 -4.8704 0.0 0.0 0.0 0.070
```
Positions in Å, forces in eV/Å.

Summary:
- spin multiplicity = 2
- E_LUMO (alpha / beta) (eV) = 2.42 / 1.75
- charge = -1
- orbital gap (alpha / beta) (eV) = 6.723 / 6.032
- calculated total energy (hartree) = -10097.57153